{
  "formula": "C35H35N4O5SY",
  "method": "ωB97M-V/def2-TZVPD",
  "homo_ha": -0.252,
  "total_energy_ha": -2386.5618,
  "largest_force_ha_per_bohr": 0.0950,
  "lumo_ev": -1.2,
  "species": ["Y", "C", "O", "C", "C", "C", "C", "C", "C", "N", "N", "C", "O", "C", "C", "C", "C", "C", "C", "C", "O", "H", "H", "H", "H", "H", "H", "H", "H", "H", "H", "H", "H", "C", "C", "N", "C", "C", "C", "S", "N", "C", "O", "C", "C", "C", "C", "C", "C", "H", "H", "H", "H", "H", "H", "H", "H", "H", "H", "H", "H", "H", "H", "H", "C", "C", "O", "C", "C", "C", "C", "C", "C", "H", "H", "H", "H", "H", "H", "H", "H"],
  "xyz": [[12.181, 11.946, 13.214], [12.800, 17.757, 14.362], [11.771, 16.837, 13.862], [11.106, 16.066, 14.811], [10.137, 16.595, 15.574], [9.613, 15.849, 16.617], [10.152, 14.634, 16.941], [11.166, 14.043, 16.124], [11.818, 12.811, 16.578], [12.484, 12.011, 15.810], [13.377, 11.136, 16.250], [14.072, 10.553, 15.231], [13.758, 10.571, 13.987], [15.229, 9.832, 15.577], [16.308, 9.821, 14.656], [17.558, 9.501, 15.025], [17.739, 8.902, 16.271], [16.675, 8.732, 17.140], [15.427, 9.230, 16.800], [11.513, 14.652, 14.844], [12.112, 14.138, 13.820], [13.369, 18.061, 13.504], [13.445, 17.224, 15.059], [12.402, 18.675, 14.873], [9.674, 17.562, 15.315], [8.768, 16.175, 17.204], [9.852, 14.065, 17.791], [11.840, 12.623, 17.652], [16.048, 10.052, 13.664], [18.445, 9.658, 14.440], [18.746, 8.583, 16.414], [16.809, 8.232, 18.051], [14.639, 9.292, 17.523], [14.284, 9.151, 8.037], [14.748, 9.028, 9.500], [13.561, 8.930, 10.426], [13.529, 7.803, 11.365], [12.737, 6.615, 10.824], [12.560, 9.884, 10.517], [11.336, 9.743, 11.669], [12.727, 10.927, 9.654], [12.639, 12.204, 9.933], [12.586, 12.693, 11.142], [12.763, 13.267, 8.875], [12.890, 12.878, 7.561], [12.851, 13.805, 6.544], [12.624, 15.172, 6.847], [12.590, 15.559, 8.196], [12.587, 14.619, 9.239], [15.028, 8.831, 7.303], [14.134, 10.158, 7.746], [13.369, 8.579, 7.801], [15.294, 9.942, 9.826], [15.251, 8.068, 9.770], [13.180, 8.240, 12.291], [14.567, 7.516, 11.505], [11.805, 6.864, 10.382], [12.515, 5.932, 11.651], [13.406, 5.998, 10.154], [13.103, 11.875, 7.233], [13.157, 13.569, 5.496], [12.530, 15.893, 6.057], [12.317, 16.553, 8.509], [12.722, 14.950, 10.317], [8.712, 13.528, 12.520], [8.864, 12.402, 13.486], [10.049, 11.912, 13.738], [7.709, 11.821, 14.193], [6.430, 12.441, 14.214], [5.461, 12.019, 15.095], [5.689, 10.978, 15.964], [6.907, 10.360, 15.929], [7.872, 10.679, 14.978], [9.560, 13.604, 11.888], [8.608, 14.508, 13.082], [7.776, 13.459, 11.940], [6.248, 13.286, 13.538], [4.485, 12.506, 15.043], [4.915, 10.640, 16.661], [7.082, 9.577, 16.636], [8.660, 9.978, 14.897]],
  "atomic_forces_ev_per_a": [[0.925, 0.924, 0.497], [-1.314, -0.527, 0.553], [0.184, 0.880, 0.032], [2.393, -0.879, -1.679], [-1.397, 0.963, 0.238], [-0.834, -0.630, 1.044], [1.476, -0.222, -1.224], [-0.224, -0.452, -1.312], [0.502, -0.528, -0.030], [-1.521, 1.776, -2.508], [2.343, -1.807, -0.367], [-3.596, 1.193, 1.542], [-0.520, 1.063, -0.670], [3.062, -1.521, 0.304], [-2.030, 0.455, 0.194], [0.913, -0.855, 1.112], [-0.169, 0.333, -0.411], [0.322, 0.183, -1.138], [0.133, 0.705, 0.376], [-1.044, 1.270, 1.627], [0.160, -0.789, 0.464], [0.188, 0.085, -0.436], [0.082, -0.028, 0.070], [-0.021, -0.892, -0.444], [0.682, -0.380, 0.221], [-0.011, 0.387, -0.017], [-0.340, -0.152, 0.585], [0.063, 0.076, 0.120], [-0.009, 0.850, -1.160], [-0.062, -0.082, -0.619], [0.455, -0.380, 0.915], [0.202, -0.561, 1.217], [-0.313, -0.256, 0.247], [0.539, -1.109, -0.479], [-1.543, 0.058, 0.700], [-1.396, 1.043, 0.009], [0.157, 0.478, -0.662], [1.729, -1.320, 0.722], [3.052, 0.082, -0.914], [-0.998, 0.005, 0.230], [-0.361, 0.190, -0.204], [0.755, 0.274, 1.742], [-0.134, -0.830, -0.405], [-1.061, -0.535, 1.111], [0.378, 0.123, -1.254], [0.565, 1.894, -0.898], [0.400, -1.160, 0.987], [-1.322, -0.574, 0.193], [1.665, -0.118, -0.009], [0.315, -0.434, 0.373], [-0.449, 0.962, 0.154], [0.354, 0.228, 0.437], [0.101, -0.848, -0.372], [0.188, 1.079, -0.792], [-0.254, -0.490, 0.316], [0.099, -0.134, 0.218], [-0.650, 0.406, -0.609], [-0.023, 0.106, 0.024], [-0.932, 0.805, 0.256], [-0.183, -0.376, 0.586], [-0.736, -0.134, 0.976], [0.073, 0.248, -0.155], [0.414, 0.512, -0.335], [-0.796, -0.614, -1.517], [-1.279, 1.008, 1.062], [2.958, -1.694, 0.571], [-4.601, 1.479, -0.729], [-0.407, 0.093, -0.014], [1.238, 0.481, -0.418], [-1.102, 0.703, -0.836], [-0.559, 0.182, 0.576], [0.368, -0.554, -0.382], [-0.864, 0.248, 0.884], [0.797, 0.058, -0.597], [0.313, -1.062, -0.342], [0.457, -0.225, 0.141], [-0.012, -0.337, 0.462], [0.263, -0.142, 0.160], [0.342, 0.255, -0.242], [0.244, -0.577, 0.079], [1.218, 0.064, -0.146]]
}